Record 1
{"formula": "C31H19BrCl5F3N2O2V", "method": "ωB97M-V with the def2-TZVPD basis set", "species": ["V", "Cl", "C", "C", "C", "Cl", "C", "Cl", "C", "Cl", "C", "Cl", "C", "C", "C", "N", "H", "H", "H", "H", "H", "Br", "C", "C", "C", "C", "C", "N", "H", "H", "H", "H", "C", "C", "C", "C", "C", "C", "C", "C", "C", "C", "C", "C", "C", "C", "C", "H", "H", "H", "H", "H", "H", "H", "H", "H", "H", "F", "C", "F", "F", "C", "O", "O"], "positions_angstrom": [[-0.6924, 1.1464, -1.0581], [-1.4127, 3.4563, 1.4385], [-1.8173, 3.9069, -0.2026], [-1.4516, 3.0485, -1.2480], [-1.7998, 3.5360, -2.5155], [-1.4564, 2.5396, -3.9210], [-2.4239, 4.7625, -2.7476], [-2.7912, 5.3033, -4.3591], [-2.7615, 5.5690, -1.6695], [-3.5298, 7.1037, -1.9220], [-2.4644, 5.1298, -0.3845], [-2.9059, 6.1267, 0.9723], [-3.4541, -2.5228, 1.3785], [-2.7945, -1.3026, 2.0305], [-2.4034, -0.3098, 1.0361], [-2.0198, 0.4463, 0.2692], [-3.7693, -3.2228, 2.1531], [-2.7498, -3.0274, 0.7182], [-4.3209, -2.2321, 0.7852], [-1.8818, -1.5784, 2.5642], [-3.4599, -0.8293, 2.7528], [1.8095, 3.7432, -1.3133], [1.8292, 2.2032, -2.4008], [2.8868, 2.0618, -3.2851], [2.9752, 0.9212, -4.0567], [1.9926, -0.0453, -3.8964], [0.9719, 0.1804, -3.0047], [0.8506, 1.3078, -2.2524], [3.6293, 2.8436, -3.3430], [3.7929, 0.7851, -4.7531], [2.0140, -0.9729, -4.4516], [0.1856, -0.5563, -2.8741], [0.6176, 0.7804, 0.3988], [1.2242, -0.1039, 1.0172], [1.9142, -1.1370, 1.7140], [1.3498, -1.5412, 2.9852], [1.4141, -2.8533, 3.5318], [0.7772, -3.1920, 4.7167], [0.0348, -2.2580, 5.4393], [-0.0613, -0.9678, 4.9176], [0.5643, -0.6207, 3.7322], [3.0291, -1.7724, 1.0567], [3.2789, -1.5378, -0.3231], [4.3299, -2.1346, -0.9970], [5.2218, -2.9887, -0.3459], [5.0384, -3.1896, 1.0208], [3.9894, -2.5956, 1.7065], [1.9364, -3.6241, 2.9828], [0.8419, -4.2158, 5.0742], [-0.4517, -2.5261, 6.3697], [-0.6450, -0.2181, 5.4448], [0.4598, 0.3848, 3.3390], [2.6102, -0.8650, -0.8499], [4.4610, -1.9224, -2.0548], [6.0295, -3.4734, -0.8821], [5.7417, -3.8106, 1.5693], [3.9224, -2.7405, 2.7754], [-4.9946, -0.2075, -0.7740], [-4.4530, 0.3069, -1.9072], [-5.4562, 0.3916, -2.8072], [-4.0803, 1.5580, -1.6261], [-3.3243, -0.6074, -2.4333], [-3.7378, -1.7010, -2.8246], [-2.1592, -0.1389, -2.4061]], "mulliken_spin": [2.81, 0.01, 0.01, -0.04, -0.01, 0.01, -0.01, 0.00, 0.04, 0.00, -0.01, 0.00, 0.01, 0.01, 0.11, -0.10, 0.00, 0.00, 0.00, 0.00, 0.00, 0.01, 0.09, -0.05, 0.08, -0.04, 0.10, -0.05, 0.00, 0.01, 0.00, -0.01, -0.09, 0.09, -0.04, 0.01, 0.00, 0.00, 0.01, 0.00, 0.01, -0.01, 0.01, 0.00, 0.01, 0.00, 0.00, 0.00, 0.00, 0.00, 0.00, 0.00, 0.02, 0.00, 0.00, 0.00, 0.00, 0.00, 0.01, 0.00, 0.01, 0.00, 0.01, -0.02], "homo_ev": [0.045, -0.231], "lumo_energy_ev": [3.9953, 3.9960], "gap_ha": [0.145, 0.155], "spin_multiplicity": 4, "s2": 3.780, "total_charge": -2}

Record 2
{"formula": "C31H19ClIN7ORuS5", "method": "ωB97M-V with the def2-TZVPD basis set", "species": ["Ru", "C", "C", "N", "C", "C", "N", "C", "C", "C", "C", "C", "N", "C", "C", "N", "C", "C", "N", "C", "C", "C", "N", "C", "C", "H", "H", "H", "H", "H", "H", "H", "H", "H", "H", "H", "H", "Cl", "C", "C", "C", "I", "C", "O", "C", "N", "C", "C", "C", "C", "H", "H", "H", "H", "C", "S", "C", "C", "S", "S", "C", "S", "S", "H", "H", "H"], "positions_angstrom": [[-1.0919, 0.5943, 0.3691], [-2.6844, -1.2961, 3.9897], [-2.6417, -0.4941, 2.8556], [-1.7723, -0.7434, 1.8789], [-0.9607, -1.8192, 2.0219], [-1.0115, -2.5829, 3.1777], [-1.8602, -2.3210, 4.1632], [-0.1658, -2.1526, 0.8213], [0.4830, -3.3371, 0.5326], [0.8876, -3.5757, -0.7868], [0.5024, -2.6798, -1.7852], [-0.1568, -1.5177, -1.4213], [-0.3319, -1.2333, -0.1320], [-0.9391, -0.6093, -2.2794], [-0.8865, -0.5819, -3.6599], [-1.7168, 0.1605, -4.3842], [-2.6180, 0.8659, -3.7201], [-2.6820, 0.8697, -2.3285], [-1.8409, 0.1451, -1.6048], [1.6213, -4.8156, -1.1256], [2.6357, -5.2822, -0.2978], [3.3084, -6.4406, -0.6580], [3.0276, -7.1411, -1.7517], [2.0521, -6.6935, -2.5358], [1.3255, -5.5418, -2.2729], [-3.3981, -1.0899, 4.7770], [-3.2914, 0.3620, 2.7298], [-0.3482, -3.4288, 3.3113], [0.6228, -4.1003, 1.2852], [0.6921, -2.9089, -2.8245], [-0.1476, -1.1631, -4.1981], [-3.3139, 1.4633, -4.2956], [-3.4110, 1.4684, -1.8025], [2.9246, -4.7429, 0.5952], [4.1129, -6.8192, -0.0384], [1.8356, -7.2848, -3.4177], [0.5283, -5.2432, -2.9413], [5.2370, 2.9263, 1.6636], [3.7387, 2.4963, 0.9111], [3.5871, 2.6475, -0.4388], [2.3745, 2.3173, -1.0733], [2.1495, 2.5732, -3.1181], [1.3039, 1.8351, -0.3516], [0.1300, 1.5617, -0.8863], [1.4854, 1.6346, 1.0424], [0.4187, 1.0922, 1.7152], [0.4971, 0.9449, 3.0218], [1.6400, 1.2938, 3.7526], [2.7305, 1.7971, 3.0974], [2.6808, 1.9820, 1.7011], [4.4096, 3.0301, -1.0273], [-0.3723, 0.5511, 3.5303], [1.6411, 1.1567, 4.8241], [3.6298, 2.0616, 3.6365], [-0.5150, 6.2342, 0.6505], [-0.3114, 4.6588, -0.2238], [-1.9826, 4.3881, -0.6884], [-2.8147, 3.4667, -0.1717], [-2.4503, 2.2851, 1.0699], [-4.4727, 3.5211, -0.7376], [-4.2849, 4.8187, -1.8900], [-5.4979, 5.3776, -2.8145], [-2.6549, 5.4206, -1.9294], [0.4818, 6.5242, 0.9793], [-1.1606, 6.1088, 1.5166], [-0.9074, 7.0054, -0.0082]], "mulliken_spin": [0.69, 0.00, 0.00, 0.00, 0.01, 0.00, 0.00, 0.01, 0.00, 0.00, 0.00, 0.01, 0.00, 0.00, 0.00, 0.00, 0.00, 0.00, 0.01, 0.00, 0.00, 0.00, 0.00, 0.00, 0.00, 0.00, 0.00, 0.00, 0.00, 0.00, 0.00, 0.00, 0.00, 0.00, 0.00, 0.00, 0.00, 0.00, 0.01, -0.01, 0.02, 0.00, 0.03, 0.02, -0.02, -0.03, 0.01, -0.01, 0.01, -0.01, 0.00, 0.01, 0.00, 0.00, 0.00, 0.00, 0.01, 0.00, 0.21, 0.00, 0.00, 0.00, 0.01, 0.00, 0.00, 0.00], "homo_ev": [-10.135, -10.130], "lumo_energy_ev": [-4.2138, -4.6123], "gap_ha": [0.218, 0.203], "spin_multiplicity": 2, "s2": 0.758, "total_charge": 1}

Record 3
{"formula": "C31H20AuCl5P2S2", "method": "ωB97M-V with the def2-TZVPD basis set", "species": ["Au", "S", "P", "C", "P", "S", "C", "C", "C", "C", "C", "C", "C", "C", "C", "C", "C", "C", "C", "C", "C", "C", "C", "C", "C", "C", "C", "C", "C", "C", "H", "H", "H", "H", "H", "H", "H", "H", "H", "H", "H", "H", "H", "H", "H", "H", "H", "H", "H", "H", "Cl", "C", "C", "C", "Cl", "C", "Cl", "C", "Cl", "C", "Cl"], "positions_angstrom": [[2.3955, 0.1611, -1.1244], [1.0053, 2.1324, -2.0479], [-0.4076, 1.1892, -0.9540], [0.4803, -0.2333, -0.4720], [0.1055, -1.8460, 0.1396], [0.8247, -3.1550, -1.1168], [-1.6839, -2.0172, 0.4090], [-2.2628, -1.8554, 1.6649], [-3.6393, -1.9596, 1.8188], [-4.4412, -2.2290, 0.7198], [-3.8661, -2.4147, -0.5314], [-2.4935, -2.3215, -0.6846], [0.8251, -1.8913, 1.7969], [1.0647, -0.7299, 2.5215], [1.5830, -0.8098, 3.8076], [1.8559, -2.0480, 4.3680], [1.6186, -3.2108, 3.6439], [1.1077, -3.1346, 2.3592], [-0.8911, 2.1463, 0.4990], [-0.3084, 3.3850, 0.7459], [-0.6393, 4.0861, 1.8975], [-1.5413, 3.5500, 2.8035], [-2.1202, 2.3098, 2.5623], [-1.7972, 1.6081, 1.4138], [-1.8824, 0.8152, -1.9139], [-1.7031, 0.0073, -3.0385], [-2.7926, -0.3472, -3.8134], [-4.0622, 0.1054, -3.4730], [-4.2409, 0.9170, -2.3634], [-3.1517, 1.2753, -1.5814], [-1.6394, -1.6428, 2.5252], [-4.0817, -1.8379, 2.7992], [-5.5138, -2.3125, 0.8404], [-4.4881, -2.6430, -1.3871], [-2.0365, -2.5003, -1.6494], [0.8567, 0.2403, 2.0833], [1.7790, 0.0968, 4.3649], [2.2638, -2.1095, 5.3686], [1.8423, -4.1760, 4.0788], [0.9440, -4.0342, 1.7778], [0.4096, 3.7886, 0.0443], [-0.1847, 5.0493, 2.0871], [-1.7927, 4.0974, 3.7026], [-2.8225, 1.8889, 3.2700], [-2.2514, 0.6426, 1.2292], [-0.7105, -0.3432, -3.2997], [-2.6521, -0.9746, -4.6835], [-4.9137, -0.1714, -4.0814], [-5.2282, 1.2762, -2.1049], [-3.2964, 1.9156, -0.7216], [3.6789, -0.8775, -3.9827], [4.7585, 0.0999, -3.0342], [4.3109, 0.5675, -1.8038], [5.2007, 1.3497, -1.0805], [4.6879, 1.9587, 0.4680], [6.4772, 1.6618, -1.5381], [7.5413, 2.6368, -0.5989], [6.8917, 1.1722, -2.7748], [8.4652, 1.5397, -3.3653], [6.0271, 0.3831, -3.5314], [6.5350, -0.2272, -5.0585]], "mulliken_spin": [0.62, 0.41, 0.05, 0.73, 0.05, 0.10, 0.03, -0.01, 0.00, 0.00, 0.00, -0.01, -0.03, 0.05, 0.01, 0.00, 0.00, 0.00, 0.03, 0.00, 0.00, 0.01, 0.00, -0.01, 0.02, 0.00, 0.00, 0.00, 0.00, 0.00, 0.00, 0.00, 0.00, 0.00, 0.00, -0.03, 0.00, 0.00, 0.00, 0.00, 0.00, 0.00, 0.00, 0.00, 0.00, -0.01, 0.00, 0.00, 0.00, 0.00, 0.00, -0.02, 0.02, -0.03, 0.00, -0.01, 0.00, 0.01, 0.00, -0.01, 0.00], "homo_ev": [-8.116, -8.547], "lumo_energy_ev": [-0.0042, -2.1555], "gap_ha": [0.298, 0.235], "spin_multiplicity": 3, "s2": 2.012, "total_charge": 0}